Entry from the OMol25 dataset: a cluster of 6 separate species, C7H22F2N2O10S2 in total at a distorted geometry (ωB97M-V with the def2-TZVPD basis set).

Computed properties:
**Molecular weight**: 396.4 u
**HOMO**: 1.563 eV
**Charge**: -2
**HOMO-LUMO gap**: 2.01 eV

```
45
C7H22F2N2O10S2 ωB97M-V with the def2-TZVPD basis set
N 0.656 0.145 0.860
H -0.140 0.543 1.336
H 1.129 -0.431 1.542
H 1.340 0.831 0.574
H 0.298 -0.317 0.036
N 3.208 2.877 -0.678
S 4.260 2.195 -1.812
O 5.040 1.016 -1.463
O 4.710 3.093 -2.853
F 2.928 1.636 -2.566
S 4.399 3.154 0.220
O 5.419 4.149 -0.256
O 4.827 2.150 1.185
F 3.547 4.146 1.205
C -2.974 3.033 2.214
O -2.511 3.854 1.420
O -3.788 3.562 2.965
O -2.604 1.851 2.252
C -1.046 -3.122 -4.787
C -0.403 -3.623 -3.515
O -0.568 -2.576 -2.539
H -2.135 -3.149 -4.772
H -0.744 -3.839 -5.550
H -0.718 -2.152 -5.161
H 0.669 -3.708 -3.690
H -0.846 -4.536 -3.116
H -1.487 -2.542 -2.265
C 1.511 -1.579 5.384
C 2.875 -1.680 4.662
O 2.568 -2.183 3.403
H 1.628 -1.223 6.408
H 1.001 -2.542 5.399
H 0.896 -0.906 4.787
H 3.524 -2.341 5.236
H 3.308 -0.681 4.613
H 2.662 -3.138 3.424
C -5.569 1.170 -1.746
C -4.081 0.799 -1.807
O -3.933 -0.168 -0.798
H -5.655 1.939 -2.514
H -5.919 1.618 -0.817
H -6.230 0.348 -2.018
H -3.440 1.664 -1.635
H -3.866 0.354 -2.779
H -3.748 0.309 0.014
```

Löwdin atomic charge list, values in e, 2 entries: number 1, N, carries 0.34; number 2, H, carries 0.12

Entry from the OMol25 dataset: a structure of composition C34H46N4O2PPd (ωB97M-V with the def2-TZVPD basis set).

Computed properties:
**Molecular weight**: 680.2 u
**HOMO (alpha / beta)**: -7.815 / -11.003 eV
**Relative energy (zero: lowest compared OMol25 entry of this formula, charge and spin)**: 0.0 kcal per mole
**Charge**: +1
**HOMO-LUMO gap (alpha / beta)**: 5.36 / 6.01 eV
**Multiplicity**: 5

```
88
C34H46N4O2PPd ωB97M-V with the def2-TZVPD basis set
Pd 1.264 0.150 -0.408
O 6.852 4.102 0.630
C 6.837 2.972 1.092
O 7.452 2.220 1.828
C 5.479 2.184 0.546
C 5.308 0.819 0.891
C 4.160 0.227 0.450
N 3.225 0.897 -0.254
C 3.410 2.211 -0.617
C 4.576 2.877 -0.206
C 2.374 2.779 -1.420
C 2.406 4.082 -1.961
C 1.403 4.503 -2.792
C 0.342 3.635 -3.097
C 0.342 2.395 -2.511
N 1.312 1.967 -1.692
C 3.832 -1.191 0.728
C 4.821 -2.144 0.934
C 4.462 -3.457 1.173
C 3.115 -3.786 1.215
C 2.193 -2.784 0.990
N 2.527 -1.518 0.733
H 6.032 0.295 1.494
H 4.758 3.907 -0.469
H 3.225 4.743 -1.715
H 1.432 5.499 -3.215
H -0.458 3.929 -3.763
H -0.469 1.698 -2.688
H 5.862 -1.853 0.881
H 5.220 -4.215 1.319
H 2.784 -4.796 1.417
H 1.131 -2.993 1.036
C -0.995 2.899 3.128
C -0.044 2.825 1.924
C -0.247 4.041 1.005
C 1.411 2.782 2.417
C -0.349 1.594 1.168
C -0.698 0.616 0.522
H -0.800 3.817 3.686
H -0.841 2.049 3.794
H -2.040 2.906 2.809
H -0.143 4.962 1.583
H -1.241 4.026 0.554
H 0.496 4.047 0.205
H 1.680 3.753 2.836
H 2.091 2.561 1.596
H 1.542 2.022 3.189
C -4.910 -1.099 -1.055
C -3.660 -0.346 -0.587
C -3.911 0.303 0.790
C -3.373 0.819 -1.554
P -2.144 -1.460 -0.422
N -0.892 -0.447 -0.230
C -1.725 -2.376 -2.013
C -1.964 -1.414 -3.185
C -0.250 -2.785 -2.069
C -2.630 -3.613 -2.203
C -2.281 -2.621 1.092
C -3.704 -3.012 1.515
C -1.545 -3.946 0.850
C -1.589 -1.877 2.242
H -5.719 -0.374 -1.175
H -5.246 -1.841 -0.335
H -4.763 -1.587 -2.019
H -4.722 1.025 0.671
H -3.040 0.849 1.152
H -4.222 -0.400 1.552
H -4.098 1.608 -1.338
H -3.502 0.548 -2.596
H -2.380 1.246 -1.415
H -1.422 -0.477 -3.056
H -3.021 -1.207 -3.335
H -1.594 -1.890 -4.095
H 0.413 -1.940 -1.946
H -0.065 -3.195 -3.065
H 0.020 -3.554 -1.350
H -3.618 -3.493 -1.750
H -2.175 -4.511 -1.796
H -2.782 -3.782 -3.270
H -4.283 -3.430 0.692
H -4.268 -2.208 1.974
H -3.612 -3.797 2.269
H -0.545 -3.819 0.443
H -2.110 -4.606 0.200
H -1.442 -4.449 1.815
H -2.109 -0.953 2.502
H -0.556 -1.624 2.013
H -1.593 -2.522 3.125
```

Löwdin atomic charge list, values in e, 2 entries: number 1, Pd, carries 1.01; number 2, O, carries 0.17

Entry from the OMol25 dataset: a structure of composition C6H18AgBrN3O3 at a distorted geometry (ωB97M-V with the def2-TZVPD basis set).

Computed properties:
**Molecular weight**: 368.0 u
**HOMO**: -2.174 eV
**Relative energy (zero: lowest compared OMol25 entry of this formula, charge and spin)**: 57.2 kcal per mole
**Charge**: -1
**HOMO-LUMO gap**: 4.98 eV

```
32
C6H18AgBrN3O3 ωB97M-V with the def2-TZVPD basis set
Ag 4.472 6.129 -19.097
C 3.854 4.096 -15.904
O 4.090 5.196 -16.701
H 2.842 4.029 -15.504
H 4.117 3.142 -16.361
H 4.431 4.106 -14.979
Br 3.292 3.657 -20.245
C 7.273 9.619 -18.597
C 6.161 8.626 -19.012
C 5.761 8.771 -20.494
O 4.847 7.723 -20.792
C 4.435 7.483 -22.078
N 6.733 7.257 -18.657
H 7.677 9.533 -17.588
H 6.928 10.648 -18.696
H 7.991 9.509 -19.409
H 5.312 8.839 -18.361
H 6.651 8.548 -21.082
H 5.302 9.744 -20.672
H 3.512 6.920 -21.939
H 5.147 6.909 -22.671
H 4.054 8.383 -22.561
H 7.196 7.201 -17.760
H 7.378 6.976 -19.382
C 1.440 7.191 -19.966
O 2.332 7.114 -19.111
N 0.487 8.038 -19.947
N 1.276 6.188 -20.751
H -0.095 7.807 -20.740
H 0.013 8.298 -19.094
H 1.929 5.418 -20.742
H 0.518 6.338 -21.402
```

Löwdin atomic charge list, values in e, 2 entries: number 1, Ag, carries 0.61; number 2, C, carries -0.46